(1)
Formula: C31H62BClNO15S
Source: the OMol25 dataset
Level of theory: the ωB97M-V functional and the def2-TZVPD basis

```
112
Properties=species:S:1:pos:R:3:lowdin_charge:R:1
O -0.65668 -1.85272 -5.00725 -0.16
C -1.07301 -0.75112 -4.37675 -0.36
O -0.58882 0.54646 -4.95397 -0.30
C -1.99944 -0.69974 -3.01536 -0.19
C -3.50773 -1.30644 -3.18083 -0.03
B -4.71203 -0.13948 -3.12183 -0.41
O -6.04871 -0.61512 -2.64588 0.01
O -4.51570 1.28343 -3.45474 0.04
N -1.17093 -1.27229 -1.89709 -0.24
O -1.37121 -2.57905 -1.67830 -0.09
C -1.18936 -0.43973 -0.63878 -0.14
C 0.20197 0.48861 -0.69661 -0.18
C -0.01204 2.01223 -0.13257 -0.21
C -0.92531 2.12465 1.22507 -0.27
S -0.07857 1.57214 2.80185 0.49
O -1.14208 1.18445 3.88441 -0.45
O 0.81046 2.76463 3.30034 -0.45
Cl 1.19514 -0.06764 2.59960 0.39
H -2.13683 0.46073 -2.76727 0.14
H -3.59192 -1.76325 -4.27579 0.14
H -3.82545 -2.10554 -2.38775 0.10
H -5.94962 -1.51829 -2.19746 0.10
H -5.35451 1.56372 -3.92804 0.11
H -2.11219 -2.69743 -0.99789 0.12
H -2.14731 0.26452 -0.58624 0.12
H -1.12833 -1.09443 0.34830 0.12
H 1.13673 -0.07514 -0.24749 0.09
H 0.42962 0.59513 -1.86383 0.13
H -0.45198 2.64521 -1.04428 0.13
H 1.06165 2.48170 0.07268 0.13
H -1.18112 3.28181 1.36466 0.11
H -1.95370 1.56795 1.15594 0.11
C 2.34538 0.99937 6.39250 -0.04
C 3.73005 0.98990 5.80207 -0.48
O 4.21406 -0.03534 5.32525 0.03
C 4.49973 2.28350 5.81749 -0.04
H 1.90996 -0.00235 6.31229 0.08
H 2.39379 1.27629 7.44858 0.06
H 1.71223 1.70102 5.84358 0.08
H 4.64402 2.61759 6.84808 0.07
H 3.96253 3.04233 5.24301 0.09
H 5.48191 2.12684 5.35904 0.09
C 2.22755 -2.53375 -4.65244 -0.02
C 3.09864 -3.76073 -4.69397 -0.49
O 3.88093 -4.01983 -3.78094 0.02
C 2.97553 -4.65864 -5.89592 -0.03
H 2.42337 -1.98099 -3.72746 0.09
H 2.45725 -1.88621 -5.50230 0.10
H 1.17431 -2.82512 -4.66956 0.05
H 3.23853 -4.10560 -6.80119 0.08
H 1.95562 -5.04460 -5.96843 0.08
H 3.66353 -5.50403 -5.78930 0.08
C -4.33620 6.03773 -0.30097 -0.03
C -3.46511 4.81075 -0.34250 -0.47
O -2.68282 4.55165 0.57053 0.04
C -3.58822 3.91284 -1.54445 -0.01
H -4.14038 6.59050 0.62401 0.08
H -4.10650 6.68528 -1.15083 0.09
H -5.38944 5.74636 -0.31809 0.09
H -3.32521 4.46589 -2.44972 0.10
H -4.60813 3.52688 -1.61696 0.09
H -2.90022 3.06745 -1.43783 0.07
C -2.02861 -5.70515 -5.54530 -0.02
C -2.53041 -5.20119 -4.21856 -0.48
O -3.66452 -4.74084 -4.09771 0.03
C -1.59088 -5.28234 -3.04520 -0.03
H -2.81336 -5.58422 -6.29963 0.08
H -1.15370 -5.12813 -5.85501 0.07
H -1.77738 -6.76606 -5.46882 0.08
H -0.69642 -4.68645 -3.24368 0.08
H -1.32014 -6.32439 -2.85741 0.08
H -2.08746 -4.88315 -2.15444 0.07
C 2.13699 -3.96580 -0.94405 -0.02
C 1.63519 -3.46185 0.38269 -0.48
O 0.50108 -3.00150 0.50355 0.03
C 2.57471 -3.54300 1.55605 -0.03
H 1.35224 -3.84488 -1.69838 0.08
H 3.01189 -3.38878 -1.25376 0.08
H 2.38822 -5.02672 -0.86757 0.09
H 3.46917 -2.94711 1.35757 0.09
H 2.84545 -4.58505 1.74385 0.08
H 2.07813 -3.14381 2.44681 0.07
C -0.64451 1.31244 8.95733 -0.01
C -0.04333 2.68993 9.04177 -0.48
O 0.97978 2.97928 8.42350 0.04
C -0.74246 3.69990 9.91197 -0.03
H -0.03429 0.69037 8.29390 0.08
H -0.66222 0.85348 9.94898 0.09
H -1.65597 1.37300 8.54772 0.09
H -0.76454 3.34713 10.94618 0.08
H -1.75827 3.86675 9.54491 0.09
H -0.19674 4.64877 9.87685 0.08
C -1.33696 -2.50508 -7.95627 -0.02
C -1.81517 -3.47103 -9.00710 -0.49
O -1.83422 -4.68311 -8.79919 0.03
C -2.26934 -2.89659 -10.32233 -0.04
H -1.04098 -3.06102 -7.06028 0.05
H -0.47040 -1.95194 -8.32699 0.09
H -2.14290 -1.81642 -7.69034 0.10
H -1.44418 -2.36082 -10.79838 0.08
H -3.11675 -2.22536 -10.16178 0.08
H -2.58678 -3.71005 -10.98332 0.08
C 4.03525 5.54904 7.81046 -0.02
C 5.41992 5.53956 7.22002 -0.48
O 5.90393 4.51432 6.74320 0.04
C 6.18961 6.83317 7.23545 -0.03
H 3.59983 4.54731 7.73024 0.07
H 4.08366 5.82595 8.86654 0.09
H 3.40210 6.25069 7.26154 0.09
H 6.33389 7.16725 8.26603 0.08
H 5.65240 7.59199 6.66096 0.08
H 7.17178 6.67651 6.77699 0.08
```

**Gap between HOMO and LUMO**: 6.1 eV
**Charge**: -1
**Electronic energy**: -89385.3586 eV
**HOMO energy**: -0.1690 hartree

(2)
Formula: C31H62F9INO7S
Source: the OMol25 dataset
Level of theory: the ωB97M-V functional and the def2-TZVPD basis

```
112
Properties=species:S:1:pos:R:3:lowdin_charge:R:1
C -0.90674 -4.18511 3.75397 -0.14
C -0.90429 -4.08506 2.23628 -0.76
I -2.89655 -3.88003 1.43071 0.88
C -0.07384 -2.91063 1.74299 -0.23
C 0.06901 -2.86427 0.24421 -0.15
C 0.47042 -4.02135 -0.43003 0.06
C 0.54959 -4.05310 -1.81434 -0.17
C 0.94718 -5.26851 -2.60129 -0.08
C 0.14840 -5.48624 -3.88826 -0.23
O -1.19843 -5.04876 -3.72049 -0.05
N 0.24764 -2.92164 -2.47686 0.20
C -0.11995 -1.76035 -1.89122 -0.12
C -0.43839 -0.67004 -2.86169 -0.07
C -1.87173 -0.82633 -3.42581 -0.20
O -2.79060 -1.29095 -2.45437 -0.04
C -0.22381 -1.69930 -0.48991 -0.08
C -0.67051 -0.42683 0.17938 -0.10
C 0.39541 0.27303 1.03619 -0.03
C 1.34195 1.16938 0.23776 -0.47
F 2.51840 1.27218 0.86836 0.14
F 1.57210 0.61869 -0.97458 0.11
C 0.75105 2.59478 0.07571 -0.45
F 0.92632 3.21395 1.24023 0.16
F -0.55290 2.51976 -0.15882 0.14
S 1.52498 3.64309 -1.31419 0.77
F 2.86721 2.83314 -1.18459 -0.10
F 2.07500 4.73678 -0.32236 -0.12
F 0.18422 4.47334 -1.46266 -0.13
F 0.96406 2.57868 -2.35631 -0.15
F 2.14556 4.43888 -2.51995 -0.09
H -1.66050 -4.91389 4.03249 0.07
H 0.05106 -4.60793 4.05434 0.07
H -1.10596 -3.22674 4.21906 0.08
H -0.52686 -5.02290 1.85047 0.07
H 0.93465 -3.04634 2.15105 0.15
H -0.45673 -1.98565 2.14884 0.10
H 0.71505 -4.92479 0.10219 0.13
H 0.82874 -6.11477 -1.93356 0.13
H 2.00634 -5.18212 -2.83946 0.14
H 0.62573 -4.95503 -4.71266 0.12
H 0.15421 -6.54773 -4.12122 0.13
H -1.52612 -4.78445 -4.58292 0.10
H 0.29885 -2.94093 -3.48432 0.17
H 0.27731 -0.74140 -3.68044 0.14
H -0.31807 0.31560 -2.43887 0.09
H -1.84757 -1.47756 -4.29863 0.13
H -2.22299 0.14845 -3.74400 0.10
H -2.82167 -2.25181 -2.46217 0.10
H -1.09348 0.25391 -0.54357 0.11
H -1.50351 -0.68133 0.83364 0.12
H 1.03663 -0.42846 1.55853 0.13
H -0.11066 0.85226 1.80278 0.14
C -1.08237 5.10641 -4.43303 -0.05
C -1.23054 3.79059 -5.17844 -0.47
C -2.42386 2.99284 -4.67425 -0.07
O -0.03409 3.01603 -5.05224 -0.05
H -0.91518 4.92462 -3.36738 0.06
H -0.22411 5.66389 -4.80757 0.08
H -1.96944 5.73164 -4.53575 0.09
H -1.34639 3.98197 -6.24544 0.14
H -2.29558 2.75528 -3.61318 0.08
H -2.51442 2.04966 -5.21464 0.08
H -3.35331 3.55194 -4.79039 0.08
H 0.09581 2.84270 -4.11410 0.03
C 2.35705 9.09716 -2.35558 -0.06
C 1.05959 8.55937 -1.77314 -0.49
C 1.26508 7.93684 -0.40209 -0.06
O 0.49237 7.57098 -2.63691 -0.06
H 3.08727 8.29015 -2.46657 0.08
H 2.18457 9.52304 -3.34387 0.08
H 2.79072 9.86645 -1.71550 0.08
H 0.32859 9.36602 -1.71023 0.14
H 1.95328 7.09640 -0.48518 0.06
H 0.31964 7.55263 -0.01667 0.08
H 1.67352 8.64566 0.31963 0.08
H 1.14499 6.86336 -2.68208 0.06
C -5.42468 2.21577 -3.08364 -0.05
C -5.71464 1.21011 -4.18688 -0.48
C -6.93338 0.36064 -3.86396 -0.06
O -4.57426 0.37483 -4.40818 -0.07
H -5.21506 1.69687 -2.14333 0.09
H -4.54980 2.81713 -3.33325 0.04
H -6.27073 2.88477 -2.92455 0.09
H -5.87753 1.73772 -5.12696 0.14
H -6.76649 -0.20983 -2.94581 0.08
H -7.12627 -0.35273 -4.66531 0.08
H -7.82135 0.97832 -3.72734 0.08
H -4.40945 -0.11060 -3.58953 0.05
C 3.13956 -7.09936 6.74029 -0.06
C 2.86239 -6.21157 5.53765 -0.50
C 3.89328 -5.10210 5.41242 -0.06
O 1.55322 -5.64722 5.63288 -0.07
H 3.09879 -6.51277 7.66164 0.08
H 2.38852 -7.88548 6.81678 0.08
H 4.12397 -7.56367 6.67231 0.08
H 2.86313 -6.81849 4.63065 0.13
H 3.86241 -4.45785 6.29488 0.07
H 3.67992 -4.47444 4.54523 0.07
H 4.90268 -5.50304 5.31199 0.08
H 1.52913 -5.10150 6.42837 0.09
C 3.11178 -0.53124 8.48919 -0.06
C 2.90919 -1.24006 7.15985 -0.50
C 2.68751 -0.25208 6.02440 -0.06
O 1.79914 -2.13978 7.24758 -0.07
H 2.22617 0.05607 8.74619 0.08
H 3.26860 -1.25553 9.28814 0.08
H 3.97058 0.13977 8.45439 0.08
H 3.78020 -1.85787 6.93780 0.13
H 1.78969 0.34419 6.20962 0.08
H 2.54395 -0.78187 5.08090 0.07
H 3.53423 0.42664 5.91720 0.08
H 1.01721 -1.61297 7.44339 0.08
```

**Gap between HOMO and LUMO**: 8.1 eV
**Charge**: +1
**Electronic energy**: -92361.8197 eV
**HOMO energy**: -0.4255 hartree

The highest charge belongs to which entry?
C31H62F9INO7S

Which of these has the lowest gap between HOMO and LUMO?
C31H62BClNO15S

gap between HOMO and LUMO of number 2 (C31H62F9INO7S)?
8.1 eV

What is the charge in the second record?
+1